Below is a structure of composition C29H42Cl3NO6Pt, with properties calculated with ωB97M-V/def2-TZVPD.

Structure (ORCA input):
```
! wB97M-V def2-TZVPD RIJCOSX def2/J DEFGRID3
* xyz 0 3
Pt 0.930 2.426 0.105
C -2.490 -3.190 -2.194
C -1.899 -2.405 -3.365
C -3.053 -1.938 -4.266
C -0.974 -3.341 -4.157
C -1.104 -1.189 -2.905
C -0.963 -0.870 -1.572
C -0.224 0.255 -1.197
N 0.045 0.701 0.065
C -0.129 0.146 1.307
C -0.557 -1.134 1.627
C -0.685 -1.518 2.955
C -0.370 -0.602 3.978
C 0.106 0.667 3.737
C 0.259 1.048 2.372
O 0.762 2.204 2.061
C 0.477 1.637 4.854
C 1.981 1.954 4.784
C -0.342 2.933 4.723
C 0.188 1.036 6.231
C -1.160 -2.937 3.260
C -1.295 -3.201 4.760
C -0.147 -3.936 2.682
C -2.532 -3.164 2.606
C 0.324 1.120 -2.217
O 0.923 2.216 -1.858
C 0.203 0.776 -3.598
C -0.497 -0.365 -3.888
C 0.830 1.665 -4.669
C 0.604 1.089 -6.068
C 2.347 1.760 -4.438
C 0.198 3.067 -4.627
H -3.045 -4.047 -2.578
H -3.184 -2.584 -1.608
H -1.711 -3.573 -1.531
H -3.632 -2.800 -4.603
H -2.691 -1.413 -5.150
H -3.721 -1.266 -3.724
H -1.534 -4.216 -4.493
H -0.145 -3.684 -3.535
H -0.558 -2.853 -5.038
H -1.451 -1.467 -0.824
H -0.766 -1.850 0.851
H -0.494 -0.919 5.000
H 2.247 2.455 3.856
H 2.572 1.040 4.873
H 2.249 2.611 5.614
H -0.127 3.465 3.799
H -0.103 3.592 5.559
H -1.412 2.716 4.761
H 0.776 0.135 6.417
H -0.870 0.798 6.358
H 0.456 1.767 6.995
H -0.341 -3.097 5.279
H -1.644 -4.223 4.913
H -2.020 -2.531 5.226
H 0.840 -3.791 3.126
H -0.048 -3.834 1.601
H -0.471 -4.957 2.894
H -3.267 -2.453 2.986
H -2.884 -4.173 2.828
H -2.489 -3.058 1.521
H -0.613 -0.654 -4.922
H 1.048 0.096 -6.178
H 1.078 1.745 -6.799
H -0.457 1.029 -6.319
H 2.803 0.768 -4.469
H 2.584 2.225 -3.484
H 2.796 2.363 -5.230
H -0.880 3.006 -4.788
H 0.624 3.675 -5.427
H 0.380 3.572 -3.681
Cl 3.212 -0.524 -0.632
C 4.693 0.437 -0.401
Cl 4.345 2.125 -0.042
H 5.262 0.384 -1.321
H 5.238 0.004 0.429
O 0.275 5.438 -1.015
Cl 1.081 5.462 0.161
O 2.005 6.535 0.174
O 0.284 5.408 1.342
O 1.952 4.204 0.140
*
```

Frontier orbital gap (spin up / spin down) = 7.93 / 5.65 eV
Energy relative to the best compared isomer or geometry (same formula, charge and spin) = 0.00 kcal/mol

=====

Below is a structure of composition C29H43AsGeIrN9O7S2Si3, with properties calculated with ωB97M-V/def2-TZVPD.

Structure (ORCA input):
```
! wB97M-V def2-TZVPD RIJCOSX def2/J DEFGRID3
* xyz -1 2
Ir 0.086 -0.529 -2.053
N 2.124 -2.472 -3.985
C 1.654 -3.009 -2.818
N 1.992 -4.213 -2.341
N 1.325 -4.344 -1.208
N 0.614 -3.279 -1.014
N 0.784 -2.410 -2.021
C 2.048 -1.121 -4.299
N 2.821 -0.550 -5.207
N 2.436 0.736 -5.209
N 1.497 0.923 -4.345
N 1.213 -0.251 -3.747
H 2.868 -2.977 -4.437
O -0.242 1.789 -2.438
As -1.963 1.692 -3.013
O -2.212 2.365 -4.478
O -2.183 0.080 -2.700
C -2.683 3.012 -1.748
C -3.265 4.135 -2.334
C -3.650 5.211 -1.549
C -3.439 5.196 -0.174
C -2.862 4.085 0.420
C -2.512 3.003 -0.372
S -1.802 1.524 0.351
O -3.231 0.919 0.832
O -1.109 1.965 1.586
O -0.818 -0.988 -0.210
H 0.360 1.878 -3.213
H -3.375 4.147 -3.411
H -4.097 6.080 -2.016
H -3.718 6.051 0.429
H -2.668 4.045 1.484
O 2.500 -0.270 -0.802
S 3.239 0.826 -1.510
C 4.815 0.961 -0.667
C 4.893 0.769 0.705
C 6.128 0.843 1.325
C 7.271 1.109 0.575
C 7.181 1.291 -0.796
C 5.945 1.209 -1.427
C 2.521 2.351 -0.905
C 2.722 3.517 -1.626
C 2.116 4.684 -1.189
C 1.316 4.668 -0.053
C 1.109 3.487 0.646
C 1.707 2.312 0.213
H 3.992 0.553 1.267
H 6.205 0.695 2.395
H 8.234 1.166 1.065
H 8.073 1.485 -1.378
H 5.857 1.329 -2.500
H 3.311 3.502 -2.536
H 2.245 5.600 -1.751
H 0.826 5.578 0.272
H 0.455 3.456 1.507
H 1.498 1.366 0.700
C 1.084 -0.907 3.136
Si 1.122 -2.549 2.231
C 0.788 -3.972 3.415
C 2.787 -2.767 1.408
Ge -0.537 -2.544 0.489
Si -3.770 0.602 2.384
C -3.783 2.147 3.429
C -2.653 -0.663 3.174
C -5.508 -0.017 2.146
Si -2.434 -3.938 0.038
C -2.429 -4.083 -1.828
C -2.275 -5.626 0.851
C -4.030 -3.108 0.555
H 2.060 -0.723 3.593
H 0.336 -0.893 3.930
H 0.856 -0.083 2.454
H 1.564 -4.026 4.184
H 0.777 -4.925 2.882
H -0.176 -3.853 3.916
H 3.578 -2.611 2.147
H 2.916 -2.034 0.607
H 2.903 -3.764 0.981
H -4.444 2.909 3.010
H -4.124 1.924 4.444
H -2.773 2.555 3.486
H -1.655 -0.236 3.256
H -2.586 -1.575 2.578
H -3.005 -0.931 4.174
H -5.530 -0.932 1.553
H -6.106 0.735 1.626
H -5.981 -0.219 3.110
H -1.563 -4.638 -2.192
H -2.410 -3.084 -2.275
H -3.333 -4.595 -2.171
H -1.348 -6.118 0.548
H -3.109 -6.269 0.556
H -2.275 -5.549 1.940
H -4.090 -2.118 0.095
H -4.117 -2.995 1.636
H -4.881 -3.703 0.211
*
```

Frontier orbital gap (spin up / spin down) = 7.10 / 6.97 eV
Energy relative to the best compared isomer or geometry (same formula, charge and spin) = 0.00 kcal/mol

=====

Below is a structure of composition C29H43Br2IIrN5O2S, with properties calculated with ωB97M-V/def2-TZVPD.

Structure (ORCA input):
```
! wB97M-V def2-TZVPD RIJCOSX def2/J DEFGRID3
* xyz 3 6
Ir -1.193 -0.666 -1.062
C -2.110 0.309 3.698
C -2.170 -1.123 3.317
N -2.283 -2.030 4.260
C -2.315 -3.313 3.928
C -2.252 -3.803 2.601
C -2.338 -5.296 2.370
O -1.433 -5.714 1.369
C -2.150 -2.887 1.569
C -2.318 -3.338 0.190
N -2.066 -2.670 -0.875
C -2.373 -3.314 -2.116
C -2.030 -4.645 -2.337
C -2.342 -5.243 -3.549
C -2.992 -4.523 -4.542
C -3.337 -3.192 -4.333
C -3.016 -2.603 -3.125
I -3.525 -0.602 -2.767
C -2.069 -1.495 1.908
O -1.932 -0.573 1.058
H -2.427 0.419 4.732
H -2.736 0.918 3.047
H -1.080 0.669 3.622
H -2.418 -4.011 4.750
H -3.354 -5.545 2.039
H -2.178 -5.825 3.312
H -0.683 -6.162 1.776
H -2.768 -4.320 0.073
H -1.516 -5.203 -1.564
H -2.078 -6.277 -3.717
H -3.237 -4.992 -5.483
H -3.850 -2.634 -5.102
Br 0.616 -1.947 -3.076
C 1.430 -3.624 -2.506
Br 1.286 -3.934 -0.621
H 2.482 -3.559 -2.767
H 0.915 -4.417 -3.040
C -0.397 3.307 4.947
C 0.884 2.868 4.252
C 1.123 3.549 2.905
C 0.121 3.149 1.823
N 0.198 1.730 1.428
C 1.145 1.212 0.665
S 1.049 -0.521 0.345
N 2.165 1.902 0.207
C 3.258 1.405 -0.643
C 4.621 1.844 -0.129
C 5.121 1.095 1.106
C 4.492 1.524 2.424
H -0.519 2.789 5.895
H -1.290 3.107 4.353
H -0.376 4.376 5.158
H 0.889 1.782 4.115
H 1.737 3.082 4.898
H 2.144 3.341 2.576
H 1.052 4.633 3.017
H 0.233 3.756 0.919
H -0.898 3.295 2.176
H -0.560 1.116 1.697
H 2.237 2.872 0.494
H 3.077 1.768 -1.657
H 3.192 0.313 -0.661
H 4.600 2.922 0.062
H 5.325 1.704 -0.951
H 6.200 1.245 1.170
H 4.979 0.020 0.959
H 4.671 2.584 2.615
H 4.923 0.967 3.253
H 3.414 1.349 2.452
C -0.742 2.539 -5.105
C -0.088 3.012 -3.796
C -0.744 4.305 -3.287
C 1.426 3.185 -3.971
C -0.317 1.959 -2.801
N -0.497 1.126 -2.027
H -0.618 3.328 -5.844
H -1.808 2.358 -4.977
H -0.266 1.636 -5.484
H -0.698 5.045 -4.084
H -0.216 4.706 -2.423
H -1.790 4.154 -3.029
H 1.596 3.947 -4.729
H 1.898 2.263 -4.306
H 1.897 3.520 -3.047
*
```

Frontier orbital gap (spin up / spin down) = 7.47 / 4.74 eV
Energy relative to the best compared isomer or geometry (same formula, charge and spin) = 8.41 kcal/mol

=====

Below is a structure of composition C29H43Br2IIrN5O2S at a distorted geometry, with properties calculated with ωB97M-V/def2-TZVPD.

Structure (ORCA input):
```
! wB97M-V def2-TZVPD RIJCOSX def2/J DEFGRID3
* xyz 3 6
Ir 1.751 -0.988 1.323
C 0.534 -0.888 6.022
C 0.401 0.404 5.310
N -0.236 1.404 5.888
C -0.338 2.566 5.239
C 0.213 2.834 3.946
C 0.046 4.188 3.303
O -0.378 4.035 1.949
C 0.885 1.831 3.306
C 1.612 2.126 2.068
N 2.076 1.258 1.258
C 2.888 1.691 0.160
C 2.527 2.771 -0.636
C 3.365 3.183 -1.663
C 4.563 2.521 -1.895
C 4.924 1.432 -1.110
C 4.076 1.023 -0.098
I 4.625 -0.578 1.135
C 0.972 0.552 3.957
O 1.518 -0.458 3.428
H -0.103 -0.890 6.900
H 1.574 -1.022 6.341
H 0.300 -1.730 5.368
H -0.865 3.359 5.763
H 1.003 4.711 3.309
H -0.644 4.795 3.886
H -1.254 4.422 1.842
H 1.828 3.172 1.869
H 1.590 3.288 -0.447
H 3.087 4.031 -2.276
H 5.225 2.851 -2.686
H 5.865 0.924 -1.282
Br 0.181 -4.571 0.515
C 1.340 -4.969 1.982
Br 2.358 -3.430 2.637
H 2.077 -5.687 1.654
H 0.759 -5.324 2.822
C -5.602 -2.689 0.292
C -5.175 -1.330 -0.267
C -4.377 -1.426 -1.565
C -3.125 -2.291 -1.452
N -2.299 -1.974 -0.265
C -1.535 -0.910 -0.143
S -0.690 -0.687 1.387
N -1.431 -0.014 -1.100
C -0.604 1.212 -1.051
C -1.091 2.248 -2.059
C -2.234 3.133 -1.561
C -3.512 2.384 -1.183
H -6.230 -2.566 1.172
H -4.751 -3.313 0.593
H -6.176 -3.255 -0.444
H -4.601 -0.773 0.482
H -6.059 -0.727 -0.466
H -4.125 -0.422 -1.923
H -4.991 -1.876 -2.348
H -2.492 -2.207 -2.339
H -3.391 -3.340 -1.354
H -2.411 -2.555 0.554
H -2.024 -0.131 -1.911
H 0.432 0.940 -1.252
H -0.657 1.625 -0.038
H -1.373 1.743 -2.992
H -0.235 2.876 -2.316
H -2.462 3.859 -2.342
H -1.875 3.714 -0.705
H -3.887 1.793 -2.026
H -4.304 3.082 -0.911
H -3.367 1.714 -0.328
C 1.101 -1.903 -4.062
C 2.380 -2.137 -3.239
C 3.516 -1.206 -3.706
C 2.817 -3.613 -3.298
C 2.087 -1.815 -1.833
N 1.860 -1.569 -0.735
H 1.306 -2.171 -5.099
H 0.797 -0.853 -4.037
H 0.280 -2.531 -3.708
H 3.714 -1.412 -4.758
H 4.433 -1.389 -3.144
H 3.238 -0.154 -3.608
H 3.067 -3.849 -4.333
H 2.015 -4.280 -2.980
H 3.700 -3.794 -2.684
*
```

Frontier orbital gap (spin up / spin down) = 7.57 / 5.49 eV
Energy relative to the best compared isomer or geometry (same formula, charge and spin) = 4.60 kcal/mol

=====

Below is a structure of composition C29H43BrF25NNbO9P2 at a distorted geometry, with properties calculated with ωB97M-V/def2-TZVPD.

Structure (ORCA input):
```
! wB97M-V def2-TZVPD RIJCOSX def2/J DEFGRID3
* xyz -1 1
C 0.670 0.714 2.866
C 0.799 -0.095 1.568
C 0.418 0.635 0.275
F 1.239 1.836 0.287
Nb -1.778 1.234 -0.031
C -1.193 2.481 -1.863
N -1.523 2.019 -3.200
C -2.871 2.146 -3.695
C -2.599 0.171 1.829
C -3.924 -0.525 1.867
O -3.970 -1.638 2.225
O -5.131 0.097 1.652
C -6.213 -0.721 1.503
C -6.712 -0.924 0.088
O -6.804 -1.175 2.371
C -2.064 -0.683 -1.219
Br -1.729 -2.355 -0.114
C -1.054 -0.900 -2.393
C -1.856 -1.129 -3.710
P -1.281 3.302 1.293
C -0.327 4.663 0.541
C -2.136 3.641 2.861
P -4.144 2.196 -0.487
O -5.111 1.289 -1.143
O -4.131 3.660 -1.313
O -4.729 2.778 0.983
H -0.292 1.203 3.006
H 1.451 1.470 2.960
H 0.802 0.024 3.708
H 1.869 -0.342 1.484
H 0.312 -1.065 1.672
H 0.837 0.055 -0.557
H -1.522 3.538 -1.761
H -0.094 2.538 -1.791
H -0.866 2.261 -3.923
H -3.265 3.173 -3.719
H -3.533 1.458 -3.165
H -2.884 1.819 -4.743
H -1.906 -0.556 2.243
H -2.670 0.935 2.624
H -7.725 -1.317 0.099
H -6.803 0.059 -0.380
H -6.052 -1.550 -0.510
H -3.107 -0.782 -1.522
H -0.318 -0.105 -2.490
H -0.475 -1.812 -2.278
H -2.901 -0.839 -3.633
H -1.848 -2.203 -3.926
H -1.396 -0.651 -4.578
H 0.253 4.370 -0.325
H -0.978 5.513 0.322
H 0.406 5.057 1.258
H -1.475 3.416 3.712
H -2.375 4.700 2.993
H -3.058 3.101 3.053
H -3.654 4.244 -0.706
H -5.459 3.375 0.766
C 0.444 -5.609 0.294
C 0.138 -5.920 -1.180
C -0.203 -7.372 -1.504
F 0.820 -8.207 -1.203
F -0.446 -7.502 -2.833
F 1.165 -5.486 -1.948
F -0.940 -5.172 -1.519
O 1.816 -5.552 0.660
C 2.460 -6.726 0.972
C 3.579 -7.037 -0.018
F 3.104 -7.143 -1.272
F 4.166 -8.228 0.294
F 1.579 -7.743 1.078
F 3.009 -6.558 2.198
H 0.079 -4.596 0.464
H -0.131 -6.238 0.973
H -1.095 -7.694 -0.960
H 4.334 -6.258 0.003
C 8.782 -6.701 -3.446
C 7.536 -6.462 -4.314
C 6.976 -5.041 -4.309
F 6.588 -4.666 -3.072
F 5.886 -4.982 -5.110
F 6.581 -7.353 -3.974
F 7.892 -6.749 -5.600
O 8.565 -7.260 -2.163
C 8.237 -6.409 -1.127
C 6.836 -6.683 -0.586
F 5.906 -6.539 -1.557
F 6.540 -5.797 0.397
F 8.396 -5.124 -1.497
F 9.129 -6.642 -0.138
H 9.369 -7.454 -3.970
H 9.424 -5.820 -3.401
H 7.716 -4.327 -4.683
H 6.764 -7.695 -0.183
C -1.296 8.281 4.299
C -1.443 7.812 2.843
C -0.730 8.659 1.791
F -1.197 9.928 1.774
F -0.946 8.136 0.561
F -2.754 7.685 2.548
F -0.911 6.560 2.781
O -2.363 9.050 4.830
C -2.373 10.408 4.594
C -3.572 10.831 3.747
F -3.567 10.200 2.556
F -3.514 12.163 3.504
F -1.204 10.808 4.055
F -2.469 11.011 5.801
H -1.294 7.375 4.904
H -0.329 8.749 4.483
H 0.349 8.679 1.971
H -4.507 10.602 4.262
*
```

Frontier orbital gap = 6.30 eV
Energy relative to the best compared isomer or geometry (same formula, charge and spin) = 0.00 kcal/mol

=====

What is the formula in the third record?
C29H43Br2IIrN5O2S

=====

energy relative to the best compared isomer or geometry (same formula, charge and spin) of number 3 (C29H43Br2IIrN5O2S)?
8.41 kcal/mol